53
Properties=species:S:1:pos:R:3 method="wB97M-V/def2-TZVPD" spin_multiplicity=1 smiles="CC(C)CCNC(=O)CCSCCC(=O)NCCC(C)C" homo_lumo_gap_ev=9.2004 homo_energy_ha=-0.3185
S -3.80839 -1.79044 0.02240
O -2.17013 2.41207 2.12276
O -0.30246 -0.59243 -1.24657
N 0.33256 -2.34966 0.01386
N -0.66328 1.57342 0.66152
C -2.83409 -0.58644 0.98894
C -0.45993 -1.74960 -0.89454
C 4.02402 -1.85546 0.89743
C 2.78709 -2.38971 0.16734
C 2.11441 2.27642 -1.41885
C -1.90173 1.70769 1.17140
C -2.88858 -1.85862 -1.55200
C 0.46734 2.32136 1.15772
C -2.93572 0.83674 0.46133
C 4.26959 -0.38050 0.58918
C 0.99427 3.28640 -1.17793
C -1.57218 -2.62319 -1.44947
C 5.24658 -2.68294 0.50435
C 1.30936 4.60144 -1.88937
C 1.48866 -1.71526 0.60961
C 0.77421 3.56289 0.31414
H -1.70791 -3.52074 -0.84466
H -2.70940 -0.84318 -1.90342
H -0.05958 4.25960 0.42065
H -3.57134 -2.35893 -2.23676
H -1.80164 -0.93409 1.00065
H 0.21979 2.63633 2.17503
H 5.43740 -2.59214 -0.56272
H 1.66547 4.04072 0.72737
H 2.91207 -2.25080 -0.90875
H 0.17878 -3.31971 0.24066
H 3.86277 -1.96528 1.97605
H 1.39619 -1.75491 1.70048
H -2.74171 0.86135 -0.61220
H 0.52018 5.32998 -1.71809
H 1.46786 -0.67324 0.28966
H 2.36741 2.24664 -2.47640
H -1.26648 -2.92425 -2.45576
H 3.47625 0.24360 0.99100
H 2.70410 -3.46351 0.35814
H 3.00747 2.55185 -0.86091
H 6.12758 -2.33830 1.04000
H 5.20754 -0.05682 1.03406
H 4.32728 -0.22061 -0.48512
H 1.80745 1.27622 -1.12654
H 1.40334 4.44464 -2.96157
H 1.33802 1.66100 1.19464
H -3.93256 1.23326 0.65413
H 0.06807 2.88186 -1.59938
H 2.24507 5.01688 -1.52028
H -0.51541 0.98726 -0.15139
H -3.23780 -0.65231 1.99848
H 5.09479 -3.73430 0.73837

30
Properties=species:S:1:pos:R:3 method="wB97M-V/def2-TZVPD" spin_multiplicity=1 charge=+1 homo_lumo_gap_ev="8.1445 / 7.4908" homo_energy_ha="-0.4535 / -0.4580"
S -2.68196 -0.99546 0.29565
N -1.63358 1.33015 -0.14340
N 0.54601 -1.14488 -0.39805
C -1.48788 0.08892 -0.09334
C 1.52420 -0.84842 0.49439
C -0.48605 2.24400 -0.20532
C 1.02274 -0.62953 1.90173
C 0.71494 -1.05957 -1.81400
C -2.90259 2.07955 -0.36060
C -2.04982 -2.60333 -0.23824
C 2.72080 0.13965 0.01548
H 0.25008 -1.41266 2.18750
H -0.30126 -1.03928 -2.19404
H 0.45331 1.72064 -0.09946
H 2.10339 -1.79834 0.62664
H -0.37868 3.01538 0.58520
H 3.24810 0.41991 0.86141
H -2.18470 -2.83122 -1.25159
H -3.75051 1.60430 0.02062
H 0.49276 0.37157 1.99677
H 3.52056 -0.21075 -0.70052
H 1.74785 -0.53463 2.67746
H -3.04312 2.29904 -1.41647
H 1.22118 -0.26827 -2.18276
H -0.59732 2.63888 -1.24673
H 2.28374 0.97164 -0.37333
H -2.83414 3.00842 0.22190
H 1.07950 -1.98642 -2.34785
H -1.01834 -2.58167 -0.01376
H -2.55025 -3.16106 0.47993

21
Properties=species:S:1:pos:R:3 method="wB97M-V/def2-TZVPD" spin_multiplicity=1 smiles=CCCCCCO homo_lumo_gap_ev=11.2263 homo_energy_ha=-0.3729
O -2.81839 1.19559 2.43032
C 1.56137 -1.25598 -0.90963
C -1.30701 0.99883 0.50694
C 0.81705 -0.01801 -0.41083
C 3.05753 -0.99080 -1.06878
C -2.72644 0.80059 1.06827
C -0.68190 -0.21530 -0.18283
H 1.26811 0.29614 0.54204
H 3.59589 -1.88249 -1.40515
H 3.23805 -0.19287 -1.79919
H 1.13914 -1.58706 -1.86915
H 1.40689 -2.07932 -0.19710
H -3.47738 1.34378 0.47683
H -1.18748 -0.42893 -1.13555
H 0.97291 0.81555 -1.11237
H -1.26138 1.85685 -0.17732
H -3.00654 -0.25894 1.05526
H -0.69122 1.24965 1.38158
H -2.56184 2.12583 2.47488
H 3.50461 -0.67576 -0.11783
H -0.84196 -1.09735 0.44963

For reference, largest force on an atom by record: 0.0132; 0.0859; 0.0067 Eh/bohr.
For reference, energy by record: -35023.8393; -22407.9985; -8496.3932 eV.
For reference, relative energy (zero: lowest compared OMol25 entry of this formula, charge and spin) by record: 0.0; 155.3; 11.5 kcal per mole.